A single C6H10 molecule, computed with ωB97M-V/def2-TZVPD.

Spin multiplicity: 1
Relative energy (zero: lowest compared OMol25 entry of this formula, charge and spin), kcal per mole: 97.6
Strongest force on any atom, Eh/bohr: 0.00636
HOMO, eV: -7.93

Geometry as XYZ:
```
16
Properties=species:S:1:pos:R:3:forces:R:3
C 2.17149 -0.07032 0.12921 0.04 0.02 -0.07
C 0.70062 -0.30945 0.45047 -0.04 0.02 0.14
C -1.32017 -1.57220 -0.88905 0.02 0.33 0.00
C -2.00000 -0.38605 -0.47483 0.17 0.02 0.06
C -1.60814 0.69208 0.21968 -0.03 -0.07 -0.09
C -0.14764 0.95763 0.47713 0.12 -0.08 0.02
H 2.62440 0.61475 0.85770 -0.08 -0.14 -0.11
H 2.28098 0.38206 -0.86563 0.00 -0.10 0.21
H 2.73795 -1.00830 0.14324 -0.08 0.19 0.00
H 0.58436 -0.85855 1.39210 0.03 0.11 -0.12
H -1.16198 -1.52583 -1.98670 -0.05 -0.03 0.10
H 0.29608 -1.04432 -0.29672 0.00 0.08 -0.05
H -3.03517 -0.44725 -0.83113 -0.07 -0.02 0.08
H -2.33222 1.45148 0.50305 0.09 -0.11 -0.14
H 0.22858 1.66946 -0.27821 -0.09 -0.12 0.16
H -0.01916 1.45479 1.44967 -0.03 -0.10 -0.18
```
Positions in Å, forces in eV/Å.

=====

A gas-phase ion, C4H8NO2 (charge -1) at a distorted geometry, computed with ωB97M-V/def2-TZVPD.

Spin multiplicity: 1
Relative energy (zero: lowest compared OMol25 entry of this formula, charge and spin), kcal per mole: 47.6
SMILES string: NC(=O)CCC[O-]
Net charge: -1
Strongest force on any atom, Eh/bohr: 0.03756
HOMO, eV: -2.41

Geometry as XYZ:
```
15
Properties=species:S:1:pos:R:3:forces:R:3
N -1.57285 -0.90933 0.62904 0.92 -0.06 -0.07
C -1.41915 0.43303 0.40831 -0.62 0.39 -0.38
O -2.41254 1.13812 0.27429 -0.12 0.04 0.26
C -0.04656 1.07275 0.44132 0.79 0.11 -0.07
C 1.09792 0.62694 -0.51133 -0.06 -1.20 -0.37
C 1.89912 -0.72536 -0.15169 -1.35 -0.16 -1.38
O 2.35554 -1.32845 -1.25677 0.87 0.41 -0.13
H -2.49762 -1.26698 0.79974 0.01 0.14 -0.43
H -0.83293 -1.52917 0.31949 -0.06 0.06 0.39
H 0.33690 0.88510 1.43737 0.08 -0.09 0.56
H -0.22268 2.16082 0.39984 -0.07 -0.48 -0.21
H 1.81273 1.43949 -0.66350 -0.07 0.08 0.12
H 0.74415 0.32292 -1.50982 -0.18 0.43 0.24
H 1.10928 -1.42023 0.22815 -0.20 0.22 1.14
H 2.63959 -0.52081 0.64594 0.05 0.11 0.31
```
Positions in Å, forces in eV/Å.

=====

A molecular structure, C32H51Cl2PTm at a distorted geometry, computed with ωB97M-V/def2-TZVPD.

⟨S²⟩: 2.0049
Spin multiplicity: 3
Relative energy (zero: lowest compared OMol25 entry of this formula, charge and spin), kcal per mole: 69.9
Net charge: -1
Strongest force on any atom, Eh/bohr: 0.22590
HOMO (alpha / beta), eV: -2.19 / -2.17

Geometry as XYZ:
```
87
Properties=species:S:1:pos:R:3:forces:R:3
Tm 0.11080 0.71177 1.08898 -8.01 5.32 6.52
Cl 0.87315 -0.22662 3.04213 1.45 -2.62 3.16
P 0.21929 -0.99763 -0.31693 1.00 -5.95 -6.28
C -1.29691 1.84797 3.89496 0.09 0.53 -0.21
H -2.19190 1.65642 3.30966 0.13 0.04 0.06
H -1.28271 1.45743 4.91099 0.08 0.01 -0.15
C 0.39498 -0.48073 -2.10781 0.15 -0.37 -0.31
C -1.21887 -2.15677 -0.10236 0.28 -0.53 -0.41
C -0.88402 0.09266 -2.74132 0.12 0.04 0.18
H 1.11989 0.34682 -2.03633 -0.20 -0.18 0.11
C -0.57960 0.69143 -4.12140 -0.02 -0.04 0.04
H -1.63373 -0.70230 -2.83293 0.03 -0.02 -0.13
H -1.32262 0.85087 -2.09043 0.12 -0.05 -0.14
C 0.07062 -0.33063 -5.06039 0.05 0.03 0.12
H -1.50443 1.08193 -4.56171 0.10 -0.03 0.02
H 0.09849 1.54868 -3.99500 -0.11 -0.13 0.03
C 1.31896 -0.94301 -4.41625 -0.07 -0.07 0.07
H -0.65040 -1.13182 -5.27658 0.07 0.06 0.03
H 0.32527 0.13592 -6.01947 -0.04 -0.04 0.09
C 0.99170 -1.54957 -3.04370 -0.19 0.12 -0.20
H 1.74856 -1.71514 -5.06612 -0.04 0.09 0.02
H 2.08781 -0.16685 -4.29175 -0.11 -0.07 0.00
H 0.25067 -2.34720 -3.17753 0.09 -0.03 -0.06
H 1.88513 -2.00734 -2.61395 -0.27 0.19 -0.25
C 1.76941 -1.99451 0.02625 -0.31 -0.68 0.11
C -1.47599 -3.20641 -1.20458 -0.18 -0.12 0.28
H -0.90602 -2.70235 0.80247 -0.10 0.04 0.03
C -2.49902 -4.23614 -0.70093 -0.05 0.10 -0.17
H -1.88207 -2.71351 -2.09263 0.01 0.04 0.01
H -0.55328 -3.70651 -1.50839 -0.29 0.11 -0.03
C -3.81934 -3.55485 -0.31843 0.11 0.02 0.04
H -2.67102 -4.99461 -1.47427 -0.02 0.05 0.10
H -2.08523 -4.75772 0.17345 -0.04 0.06 -0.07
C -3.59144 -2.43542 0.70514 0.04 0.05 -0.04
H -4.27449 -3.12792 -1.22375 0.06 -0.04 0.10
H -4.52832 -4.29296 0.07503 0.06 0.09 -0.03
C -2.53584 -1.42918 0.22532 0.11 -0.19 -0.12
H -4.53181 -1.91221 0.91425 0.10 -0.06 -0.03
H -3.25335 -2.87275 1.65507 -0.03 0.04 -0.10
H -2.89696 -0.92136 -0.67954 0.04 0.03 0.14
H -2.37538 -0.65500 0.97974 -0.10 -0.04 -0.01
C 3.13327 -1.43939 -0.42639 0.04 0.12 0.13
H 1.77248 -1.98434 1.12552 0.07 0.02 -0.07
C 4.26184 -2.27188 0.20538 -0.20 -0.07 -0.08
H 3.21532 -1.48742 -1.51983 0.13 0.02 0.19
H 3.25148 -0.39022 -0.13734 -0.19 -0.20 0.04
C 4.14083 -3.75726 -0.15580 0.00 0.09 0.08
H 5.23376 -1.87664 -0.11453 -0.12 -0.06 0.03
H 4.21261 -2.15977 1.29762 0.00 0.02 -0.14
C 2.76016 -4.30586 0.22243 0.03 0.00 -0.16
H 4.29652 -3.87724 -1.23802 -0.04 0.00 0.10
H 4.92995 -4.33129 0.34447 -0.08 0.01 -0.06
C 1.63737 -3.46899 -0.40481 0.45 -0.02 0.30
H 2.66389 -5.34960 -0.09979 0.04 0.06 0.05
H 2.64652 -4.29611 1.31362 0.02 0.03 -0.07
H 1.70650 -3.53972 -1.49677 -0.08 -0.15 0.18
H 0.66586 -3.86649 -0.10437 0.28 -0.08 0.08
C 1.55276 1.51724 0.32969 6.45 2.13 -4.14
C -0.26158 2.52442 3.39487 -0.60 0.06 0.37
H 2.12108 1.12043 -0.52499 0.26 0.39 0.06
C 1.00648 2.82636 4.13379 0.44 0.15 0.04
H -0.30740 2.89502 2.37037 -0.19 0.14 0.14
C 2.00538 3.64871 3.30097 0.09 -0.06 0.26
H 0.77878 3.35776 5.06750 -0.05 -0.08 -0.10
H 1.48811 1.87396 4.39798 -0.14 0.22 0.09
C 2.70933 2.83466 2.20603 0.23 0.30 0.07
H 1.48111 4.49871 2.84493 0.07 0.01 0.06
H 2.76257 4.06859 3.97467 -0.13 -0.02 0.03
C 2.00972 2.85740 0.82801 0.53 -0.09 -0.32
H 3.72403 3.22590 2.06458 0.01 0.02 0.16
H 2.81876 1.79185 2.53532 -0.03 0.23 -0.11
H 1.17372 3.56949 0.84839 0.03 0.28 0.15
H 2.72425 3.24538 0.08258 -0.22 0.28 0.22
Cl -4.15178 1.63463 1.45354 0.29 0.31 -0.12
C -3.27910 3.16591 1.39377 0.25 1.43 0.31
C -3.82190 4.25352 2.08921 0.31 -0.22 -0.26
C -3.19362 5.49927 2.05627 -0.02 -0.18 -0.06
C -2.02405 5.67121 1.31685 0.05 -0.69 -0.17
C -1.47310 4.59573 0.61755 -0.80 0.77 0.91
C -2.07824 3.32466 0.65961 0.36 -1.86 -1.39
C -1.45593 2.18156 -0.11033 -1.67 1.63 0.22
H -4.73766 4.13517 2.65442 -0.02 -0.09 -0.01
H -3.61959 6.33496 2.59613 -0.05 -0.04 0.04
H -1.54369 6.64049 1.28334 0.03 0.05 -0.01
H -0.57024 4.75852 0.04510 0.01 -0.24 -0.09
H -0.88160 2.61240 -0.95860 -0.22 -0.39 0.54
H -2.30496 1.58542 -0.49186 0.30 -0.03 0.00
```
Positions in Å, forces in eV/Å.

=====

A molecular structure, C17H24B3Br15N2O7S3 at a distorted geometry, computed with ωB97M-V/def2-TZVPD.

Spin multiplicity: 1
Relative energy (zero: lowest compared OMol25 entry of this formula, charge and spin), kcal per mole: 19.3
Strongest force on any atom, Eh/bohr: 0.08807
HOMO, eV: -9.10

Geometry as XYZ:
```
71
Properties=species:S:1:pos:R:3:forces:R:3
C -0.28160 -1.01913 8.26936 0.42 -0.04 -0.39
C -1.42485 -0.32487 7.52647 -0.82 -0.16 0.54
O -2.51814 -0.31865 8.01954 0.16 0.21 0.03
O -1.25355 0.32451 6.31988 0.55 -0.80 0.35
C -0.86405 -0.56227 5.26312 0.46 0.30 -0.84
C -2.09575 -1.10481 4.45921 0.36 -0.09 0.33
B -1.97077 -0.86489 2.90798 0.32 0.68 0.28
O -2.57972 0.17794 2.21386 0.69 -0.88 -0.47
B -2.48266 -0.05245 0.83310 -0.64 0.31 -0.11
C -1.91295 0.98412 -0.20959 -0.20 -0.14 0.24
C -2.80078 1.18492 -1.47914 -0.13 0.37 -0.05
C -1.98598 1.21124 -2.81878 0.51 0.29 0.83
S -2.42359 -0.26095 -3.81084 0.41 0.28 -0.33
C -1.53767 -0.26340 -5.35027 -0.37 0.00 -0.50
S -2.24263 -1.03116 -6.61018 0.14 0.07 0.57
N -0.27736 0.35342 -5.53743 0.45 0.35 -0.37
C 0.69805 0.72518 -4.62447 0.48 0.30 0.76
C 1.73839 1.30639 -5.30751 -1.04 -0.50 0.18
N 1.46383 1.31991 -6.68586 -1.91 -2.93 2.87
C 0.23641 0.71514 -6.75354 2.63 0.34 -0.50
O -2.89932 -1.35373 0.41653 1.22 0.01 0.90
B -2.11213 -2.21513 1.13957 0.52 0.40 -0.38
S -2.31641 -4.07350 0.87218 -1.60 -2.81 -0.99
C -0.71957 -4.93415 1.00132 0.22 0.11 -0.23
O -2.84261 -4.31698 -0.46372 0.99 0.85 0.04
O -3.19810 -4.66148 1.87778 0.88 1.15 0.64
O -1.19463 -1.74851 2.08329 -1.74 -0.50 0.16
H -0.69666 -1.89935 8.78433 0.16 0.43 -0.33
H 0.13661 -0.36407 9.05337 -0.35 -0.04 -0.41
H 0.56362 -1.32869 7.63466 -0.34 0.15 0.16
H -0.21754 0.02538 4.58870 -0.26 -0.09 0.46
H -0.22714 -1.37336 5.65738 -0.43 0.22 -0.19
H -2.15928 -2.19624 4.62773 -0.25 0.46 -0.01
H -2.98895 -0.60298 4.86831 0.29 -0.30 -0.21
H -1.72489 1.92827 0.33563 -0.08 -0.28 -0.47
H -0.91553 0.60544 -0.51650 -0.38 0.01 0.21
H -3.29817 2.16438 -1.36330 0.14 -0.44 -0.19
H -3.62729 0.45105 -1.52825 0.48 0.15 0.00
H -0.92526 1.15548 -2.54239 -0.39 0.14 -0.17
H -2.14075 2.17450 -3.32516 -0.08 -0.57 -0.24
H 0.56545 0.52205 -3.56509 0.16 0.09 -0.45
H 2.63208 1.68795 -4.81428 -0.19 -0.05 -0.61
H -0.18190 0.58117 -7.74258 -0.55 -0.50 0.70
H -0.86237 -5.82270 1.63671 -0.09 0.61 0.00
H -0.46838 -5.29901 -0.00591 -0.15 0.38 0.25
H 0.07849 -4.27155 1.37391 -0.41 -0.29 0.01
C 2.72555 -1.00302 2.26856 0.00 -0.03 -0.03
Br 1.70897 0.40232 1.42009 0.02 -0.11 0.08
Br 2.35263 -1.11019 4.15766 0.19 -0.06 -0.24
Br 2.47769 -2.69917 1.38890 -0.20 0.01 0.23
H 3.77198 -0.74470 2.16677 -0.06 0.00 0.00
C 0.08843 4.19107 -9.48105 -0.27 0.07 0.32
Br -1.02301 3.44420 -10.87775 0.11 0.04 0.10
Br 0.48741 2.87604 -8.08341 -0.18 2.90 -2.36
Br 1.70155 4.97764 -10.19169 -0.09 -0.17 -0.06
H -0.47807 4.99500 -9.02458 0.04 0.00 -0.15
C 4.71730 -1.79178 -2.31889 -0.03 -0.09 -0.02
Br 6.25280 -1.41810 -3.42155 -0.15 0.01 0.11
Br 4.93137 -1.08685 -0.53502 0.27 0.17 -0.27
Br 3.08161 -1.17683 -3.13601 0.18 -0.02 0.05
H 4.64347 -2.86773 -2.22906 0.01 0.06 0.02
C 3.40036 8.06235 -7.88273 0.00 -0.03 -0.03
Br 1.70535 7.35464 -7.29563 0.09 0.10 0.07
Br 4.84418 6.82948 -7.53912 -0.13 0.07 -0.05
Br 3.34658 8.60328 -9.73388 0.00 -0.07 0.13
H 3.59399 8.95095 -7.29723 -0.02 -0.05 -0.03
C 0.32343 -2.72923 12.23700 -0.03 -0.01 0.03
Br -0.87795 -3.60617 11.00841 0.09 -0.03 0.17
Br 0.82690 -3.88849 13.69286 -0.02 0.08 -0.15
Br 1.86781 -2.00510 11.33221 -0.09 -0.08 0.06
H -0.21433 -1.89410 12.66603 0.03 -0.04 -0.03
```
Positions in Å, forces in eV/Å.

=====

A molecular structure, C26H30FN5SSn at a distorted geometry, computed with ωB97M-V/def2-TZVPD.

Spin multiplicity: 1
Relative energy (zero: lowest compared OMol25 entry of this formula, charge and spin), kcal per mole: 3.1
Net charge: +2
Strongest force on any atom, Eh/bohr: 0.02188
HOMO (alpha / beta), eV: -13.71 / -13.71

Geometry as XYZ:
```
64
Properties=species:S:1:pos:R:3:forces:R:3
Sn 1.06057 -1.08814 -1.10531 -0.17 -0.66 -0.89
C -0.02805 -0.82894 -5.58185 0.01 0.06 0.02
C 0.31331 -0.60615 -4.14620 -0.04 -0.07 -0.18
N 0.70556 -1.53995 -3.35351 0.19 0.11 0.60
N 0.90210 -2.77693 -3.85728 -0.22 -0.21 -0.36
C 1.61723 -3.58675 -3.13221 0.07 0.16 0.14
N 1.89234 -4.79841 -3.61824 -0.01 -0.02 0.07
S 2.28169 -3.23550 -1.53550 0.16 0.23 0.08
C 0.31195 0.76409 -3.59116 -0.02 0.05 -0.02
C -0.24408 1.83054 -4.27907 -0.10 0.05 -0.05
C -0.10054 3.11303 -3.77081 -0.03 0.00 -0.02
C 0.59254 3.29702 -2.58570 -0.03 0.02 0.00
C 1.08715 2.18045 -1.93635 -0.06 -0.05 0.00
N 0.95058 0.94566 -2.42446 0.27 0.04 0.13
H 0.24220 -1.83414 -5.88117 -0.02 -0.02 0.01
H 0.48930 -0.10855 -6.21644 -0.01 0.01 0.02
H -1.10290 -0.69675 -5.73356 0.01 0.00 0.01
H 1.55875 -5.05852 -4.53230 -0.03 0.03 -0.01
H 2.48523 -5.43333 -3.11446 -0.01 -0.02 0.01
H -0.78918 1.66270 -5.19709 0.06 0.00 -0.01
H -0.51952 3.95761 -4.30242 0.01 -0.01 0.01
H 0.74858 4.28261 -2.16937 0.01 -0.03 -0.01
H 1.62152 2.27398 -1.00134 -0.01 -0.01 0.00
C 0.61762 -1.88031 4.57405 -0.02 0.05 -0.06
C 0.33098 -1.80946 3.07148 -0.11 -0.05 0.07
C 0.08443 -3.21520 2.49514 -0.02 0.06 0.01
C -0.86853 -0.94190 2.73685 0.06 0.09 0.07
C -2.09693 -1.25136 3.27607 0.01 -0.01 0.06
C -3.26545 -0.67838 2.77914 0.07 -0.02 -0.07
C -3.24634 0.17614 1.67430 -0.12 0.04 0.06
C -2.06216 0.53894 1.08409 0.01 -0.04 -0.23
C -2.03708 1.49111 -0.08971 -0.08 -0.09 -0.09
C -2.64025 0.79871 -1.32189 0.05 0.02 0.09
C -2.75603 2.80759 0.22080 0.07 -0.04 0.05
C -0.84184 0.04804 1.67567 0.30 -0.15 -0.01
N 0.29049 0.54241 1.15790 -0.27 0.67 0.58
C 1.31376 0.91351 1.96855 0.12 -0.21 0.17
C 1.10349 1.32889 3.31332 0.02 -0.07 -0.14
C 2.10694 1.94514 4.02187 0.05 -0.03 0.10
C 3.36101 2.13775 3.44401 -0.04 -0.05 -0.05
C 3.62531 1.70172 2.14411 0.15 0.03 0.14
C 2.61448 1.11895 1.44060 -0.22 -0.03 -0.06
F 2.86241 0.66460 0.19910 0.03 0.04 -0.11
H 1.47754 -2.52611 4.75138 -0.03 0.00 0.00
H -0.22779 -2.29579 5.12360 0.03 0.00 0.00
H 0.84207 -0.89537 4.98504 -0.01 -0.02 0.03
H 1.21626 -1.41337 2.58016 0.07 0.07 -0.06
H -0.73275 -3.71487 3.01729 0.03 0.00 0.00
H 0.98366 -3.82198 2.60348 -0.02 0.00 0.02
H -0.17279 -3.17358 1.43493 0.01 -0.02 -0.03
H -2.16090 -1.98126 4.07307 -0.03 0.00 -0.05
H -4.21459 -0.93772 3.23243 0.01 0.01 -0.01
H -4.17915 0.56972 1.29158 0.01 0.00 0.04
H -0.99867 1.72520 -0.31286 0.02 -0.01 0.02
H -3.69489 0.56301 -1.17050 0.02 0.01 -0.02
H -2.11791 -0.13627 -1.54588 -0.03 -0.01 -0.03
H -2.55788 1.45482 -2.19001 -0.03 -0.01 0.02
H -3.82015 2.65107 0.40277 0.02 0.02 -0.02
H -2.65470 3.48992 -0.62373 -0.04 -0.01 0.00
H -2.32760 3.29161 1.09993 -0.03 0.01 -0.01
H 0.11000 1.24016 3.73005 -0.03 0.07 -0.01
H 1.91576 2.29791 5.02612 0.00 0.02 -0.02
H 4.14009 2.64335 3.99955 -0.01 -0.03 0.00
H 4.60176 1.81703 1.69196 -0.03 0.00 0.01
```
Positions in Å, forces in eV/Å.

=====

2 unconnected molecules or ions with the total composition C3H4N2O at a distorted geometry, computed with ωB97M-V/def2-TZVPD.

⟨S²⟩: 2.0158
Spin multiplicity: 3
Relative energy (zero: lowest compared OMol25 entry of this formula, charge and spin), kcal per mole: 69.5
Strongest force on any atom, Eh/bohr: 0.08294
HOMO (alpha / beta), eV: -7.10 / -9.87

Geometry as XYZ:
```
10
Properties=species:S:1:pos:R:3:forces:R:3
C -1.79512 -1.91256 -1.46030 -0.15 -0.03 -0.02
C -0.68713 0.20726 -0.15862 -0.43 1.76 -3.68
C 0.71202 0.20062 0.30863 -1.37 -0.87 -1.00
N -2.21367 -2.88165 -1.92948 -0.12 -0.40 -0.19
N 1.49138 1.27883 0.62835 1.31 -0.94 -0.55
O -0.51205 -0.08428 1.08339 -1.02 -0.68 4.08
H -1.58294 0.71722 -0.69155 1.84 -0.55 1.20
H 1.13544 -0.80029 0.19714 0.94 0.81 -0.21
H 1.10913 2.12863 0.89408 -1.38 1.55 0.13
H 2.34294 1.14623 1.12835 0.37 -0.64 0.24
```
Positions in Å, forces in eV/Å.

=====

Which formula does entry 2 have?
C4H8NO2

=====

Please write out number 1 again, unchanged.
A single C6H10 molecule, computed with ωB97M-V/def2-TZVPD.

Spin multiplicity: 1
Relative energy (zero: lowest compared OMol25 entry of this formula, charge and spin), kcal per mole: 97.6
Strongest force on any atom, Eh/bohr: 0.00636
HOMO, eV: -7.93

Geometry as XYZ:
```
16
Properties=species:S:1:pos:R:3:forces:R:3
C 2.17149 -0.07032 0.12921 0.04 0.02 -0.07
C 0.70062 -0.30945 0.45047 -0.04 0.02 0.14
C -1.32017 -1.57220 -0.88905 0.02 0.33 0.00
C -2.00000 -0.38605 -0.47483 0.17 0.02 0.06
C -1.60814 0.69208 0.21968 -0.03 -0.07 -0.09
C -0.14764 0.95763 0.47713 0.12 -0.08 0.02
H 2.62440 0.61475 0.85770 -0.08 -0.14 -0.11
H 2.28098 0.38206 -0.86563 0.00 -0.10 0.21
H 2.73795 -1.00830 0.14324 -0.08 0.19 0.00
H 0.58436 -0.85855 1.39210 0.03 0.11 -0.12
H -1.16198 -1.52583 -1.98670 -0.05 -0.03 0.10
H 0.29608 -1.04432 -0.29672 0.00 0.08 -0.05
H -3.03517 -0.44725 -0.83113 -0.07 -0.02 0.08
H -2.33222 1.45148 0.50305 0.09 -0.11 -0.14
H 0.22858 1.66946 -0.27821 -0.09 -0.12 0.16
H -0.01916 1.45479 1.44967 -0.03 -0.10 -0.18
```
Positions in Å, forces in eV/Å.